Entry 1
Here is the molecule C4H12N2O from the OMol25 dataset. Energies are from ωB97M-V/def2-TZVPD.

**Molar mass**: 104.2 u
**SMILES**: NCCCNCO
**LUMO level**: 1.12 eV

The geometry in XYZ format:
```
19
C4H12N2O, DFT ωB97M-V/def2-TZVPD
H -1.57 1.35 1.00
N 0.52 1.18 -1.65
H -3.69 0.15 1.50
H 0.22 0.61 -2.45
N -0.91 -0.58 0.53
C 1.72 0.59 -1.03
H 1.87 1.17 -0.11
H 2.22 -1.41 -0.21
H 0.81 -1.33 -1.26
H 0.79 2.02 -2.16
H 0.98 -0.12 1.47
O -3.11 0.03 0.73
C -1.79 0.30 1.20
H -1.31 -1.38 0.11
C 1.35 -0.79 -0.47
H -1.82 0.25 2.31
H 0.60 -1.76 1.36
C 0.50 -0.84 0.79
H 2.61 0.55 -1.66
```


Entry 2
Here is the molecule C4H12N2O from the OMol25 dataset. Energies are from ωB97M-V/def2-TZVPD.

**Molar mass**: 104.2 u
**SMILES**: CNC(C)(C)ON
**LUMO level**: 1.03 eV

The geometry in XYZ format:
```
19
C4H12N2O, DFT ωB97M-V/def2-TZVPD
H 2.87 0.79 -0.58
H -0.35 0.76 2.11
H -1.22 1.69 0.88
N 0.80 0.60 -0.45
C -0.02 -1.56 0.62
N -1.45 0.79 -1.95
C 2.13 0.11 -0.15
H 2.31 -0.87 -0.59
H -1.94 0.22 1.51
H -1.13 1.59 -1.40
C -0.32 -0.15 0.12
H 0.65 0.53 -1.46
H -2.46 0.87 -2.05
H 2.32 0.07 0.93
H -0.95 -2.05 0.95
H 0.39 -2.19 -0.17
H 0.67 -1.56 1.47
C -0.99 0.67 1.22
O -1.33 -0.31 -1.00
```


Entry 3
Here is the molecule C4H12N2O from the OMol25 dataset. Energies are from ωB97M-V/def2-TZVPD.

**Molar mass**: 104.2 u
**SMILES**: NCNCCCO
**LUMO level**: 0.90 eV

The geometry in XYZ format:
```
19
C4H12N2O, DFT ωB97M-V/def2-TZVPD
C 0.21 0.42 0.79
H -2.87 0.07 -1.19
H 3.05 -0.56 -0.89
H -0.13 1.46 0.55
O 1.75 0.80 -1.88
H -0.12 0.27 1.84
C 1.68 0.29 0.74
H 2.58 1.39 -1.82
N -0.59 -0.62 0.09
H -2.18 0.56 0.90
N -2.83 -0.81 -0.57
H 2.20 -0.58 1.39
H 1.45 -0.93 -1.07
C 2.08 -0.12 -0.79
H -2.08 -1.17 1.45
H -0.66 -0.35 -0.89
H -3.75 -0.90 -0.16
C -1.95 -0.47 0.54
H 2.17 1.24 0.96
```


Last place for stability: entry 2


Entry 1
Here is a cluster of 2 separate species, C4H12N2O in total from the OMol25 dataset. Energies are from ωB97M-V/def2-TZVPD.

**Molar mass**: 104.2 u
**SMILES**: C[NH+](C)[O-].C=NC
**LUMO level**: 0.66 eV

The geometry in XYZ format:
```
19
C4H12N2O, DFT ωB97M-V/def2-TZVPD
C -1.62 1.23 0.15
H 0.22 -1.05 2.29
H -2.60 1.34 -0.33
C 1.25 -0.77 2.08
C 2.02 -1.12 -0.07
H 0.25 0.77 -0.43
C -1.20 -0.11 -1.82
H -1.22 -0.92 -1.08
N -0.65 1.06 -1.00
O -0.59 2.19 -1.64
H -1.36 0.24 0.68
H 2.71 -1.93 0.17
H 2.07 -0.71 -1.04
N 1.32 -0.43 0.73
H -0.51 -0.47 -2.60
H 1.92 -1.57 2.43
H -2.16 0.11 -2.04
H -1.39 1.97 0.94
H 1.54 0.16 2.58
```


Entry 2
Here is a cluster of 3 separate species, C4H12N2O in total from the OMol25 dataset. Energies are from ωB97M-V/def2-TZVPD.

**Molar mass**: 104.2 u
**LUMO level**: 0.97 eV

The geometry in XYZ format:
```
19
C4H12N2O, DFT ωB97M-V/def2-TZVPD
H -0.72 -1.42 0.04
O -0.30 1.08 1.18
H 0.09 0.27 1.62
H -0.74 1.56 -0.74
C -0.75 0.73 -0.04
H -3.06 0.86 0.83
H 1.83 -1.42 -0.94
C -2.77 0.27 -0.04
N 2.32 0.57 -0.63
H 2.34 0.76 -1.63
N 1.61 -0.82 1.09
H -0.76 -0.67 -1.65
H -3.15 0.66 -0.97
H 1.96 1.41 -0.17
C 1.51 -0.57 -0.33
H -3.08 -0.76 0.14
C -0.54 -0.56 -0.59
H 1.95 -1.77 1.24
H 2.24 -0.20 1.60
```


Entry 3
Here is the molecule C4H12N2O from the OMol25 dataset. Energies are from ωB97M-V/def2-TZVPD.

**Molar mass**: 104.2 u
**SMILES**: C[C@H](O)[C@H](N)CN
**LUMO level**: 0.83 eV

The geometry in XYZ format:
```
19
C4H12N2O, DFT ωB97M-V/def2-TZVPD
C 0.35 -0.23 1.29
H 1.56 0.97 -2.44
C -0.66 -0.37 0.15
C -0.29 0.40 -1.11
H 1.99 0.53 -0.77
H -0.50 -1.39 -0.21
H -0.08 0.72 1.78
H -2.59 -0.19 -0.36
H -0.20 2.21 -1.59
H 0.88 -2.11 1.82
H 1.48 -0.75 -1.87
H -1.97 0.81 0.82
H 0.69 -1.27 3.09
N -2.05 -0.13 0.49
H 1.37 0.00 0.98
N 0.24 -1.36 2.24
H -0.93 0.00 -1.91
C 1.20 0.34 -1.62
O -0.48 1.83 -0.78
```


Last place for stability: entry 1


Entry 1
Here is a cluster of 2 separate species, C4H12N2O in total from the OMol25 dataset. Energies are from ωB97M-V/def2-TZVPD.

**Molar mass**: 104.2 u
**SMILES**: C[C@@H](N)O.[H]/N=C/C
**LUMO level**: 1.04 eV

The geometry in XYZ format:
```
19
C4H12N2O, DFT ωB97M-V/def2-TZVPD
O 0.44 0.60 -3.11
N 0.56 1.28 -0.94
H -1.10 0.78 2.22
H 0.35 1.23 3.17
C 0.35 -0.76 2.40
H -1.19 -1.40 -1.96
C -0.02 0.68 2.30
C -0.37 0.56 -1.71
H 0.06 0.04 -3.79
H 0.44 1.10 1.41
C -0.51 -0.88 -1.29
H 1.41 -0.95 2.63
H 1.47 0.98 -1.38
H -1.33 1.09 -1.78
H -0.13 -2.62 2.34
H 0.49 2.27 -1.13
N -0.50 -1.67 2.22
H 0.46 -1.37 -1.33
H -0.88 -0.94 -0.27
```


Entry 2
Here is the molecule C4H12N2O from the OMol25 dataset. Energies are from ωB97M-V/def2-TZVPD.

**Molar mass**: 104.2 u
**SMILES**: NC[C@H](N)CCO
**LUMO level**: 0.92 eV

The geometry in XYZ format:
```
19
C4H12N2O, DFT ωB97M-V/def2-TZVPD
H -1.08 2.80 -1.27
H 1.71 -0.12 1.31
H -0.04 -1.90 -1.08
H -1.12 -0.49 0.44
N 0.89 -1.99 1.57
C -0.08 1.27 -0.13
C -0.09 -0.24 0.13
H -0.35 1.77 0.81
H 0.27 -0.07 2.28
H 0.01 -2.48 1.40
O -0.95 1.16 -2.45
H 1.34 -0.94 -1.21
H -2.12 1.43 -0.79
C 0.72 -0.56 1.41
C -1.12 1.71 -1.15
N 0.35 -0.98 -1.03
H 1.22 -2.17 2.51
H 0.94 1.52 -0.45
H -0.50 0.30 -2.31
```


Last place for stability: entry 1


Entry 1
Here is a cluster of 2 separate species, C5H9N2 in total from the OMol25 dataset. Energies are from ωB97M-V/def2-TZVPD.

**Molar mass**: 97.1 u
**Net charge**: +1
**LUMO level**: -5.34 eV

The geometry in XYZ format:
```
16
C5H9N2, DFT ωB97M-V/def2-TZVPD
H -3.31 2.02 -0.78
H -1.64 0.02 -0.77
C -2.71 1.75 0.02
H 0.79 -2.37 -1.35
H 3.26 -1.31 -0.83
H -1.26 0.49 0.81
N 1.10 0.60 0.20
H 0.62 -2.27 0.52
C 1.09 -1.93 -0.44
H 0.08 2.14 1.12
C 2.42 -1.47 -0.19
C 0.20 1.30 0.57
H 2.62 -1.53 0.84
H -2.73 2.28 0.91
N 1.35 -0.47 -0.57
C -1.86 0.74 -0.05
```


Entry 2
Here is a structure of composition C5H9N2 from the OMol25 dataset. Energies are from ωB97M-V/def2-TZVPD.

**Molar mass**: 97.1 u
**Net charge**: +1
**LUMO level**: -4.04 eV

The geometry in XYZ format:
```
16
C5H9N2, DFT ωB97M-V/def2-TZVPD
H -1.46 0.21 3.02
H -2.76 0.58 1.93
H 1.77 2.06 0.20
C -0.13 -0.15 0.07
C 1.20 -0.12 -2.29
C -0.61 -1.50 0.43
H 1.67 -1.04 -1.84
H -1.37 -2.01 -0.20
H -1.24 1.69 1.92
N -0.83 -0.24 1.13
N 1.96 1.51 -0.63
H 1.80 0.20 -3.10
C 1.24 0.74 -1.16
H 0.16 -0.47 -2.44
C -1.64 0.63 1.98
H 0.25 -2.09 0.96
```


Entry 3
Here is the ion C5H9N2 with charge +1 from the OMol25 dataset. Energies are from ωB97M-V/def2-TZVPD.

**Molar mass**: 97.1 u
**Net charge**: +1
**SMILES**: NC[C@H]1C=CC=[NH+]1
**LUMO level**: -5.54 eV

The geometry in XYZ format:
```
16
C5H9N2, DFT ωB97M-V/def2-TZVPD
H -2.16 1.68 -0.61
H -0.93 0.01 1.87
H -0.95 2.75 -0.24
C -0.37 0.84 -0.83
N 1.51 -0.78 -0.36
H 2.11 -0.44 -1.04
C -0.14 -0.54 1.21
H 1.10 1.19 0.79
C 1.08 -2.14 0.15
N -1.25 1.75 -0.29
H 0.28 1.34 -1.46
C 0.68 0.23 0.33
C 0.01 -1.90 1.02
H 1.62 -2.90 -0.32
H -0.97 0.07 -1.15
H -0.44 -2.79 1.35
```


Entry 4
Here is the ion C5H9N2 with charge +1 from the OMol25 dataset. Energies are from ωB97M-V/def2-TZVPD.

**Molar mass**: 97.1 u
**Net charge**: +1
**SMILES**: CCc1[nH]cc[nH+]1
**LUMO level**: -3.09 eV

The geometry in XYZ format:
```
16
C5H9N2, DFT ωB97M-V/def2-TZVPD
C -1.17 0.46 0.48
C -2.27 -0.14 -0.38
C 2.17 -0.88 0.12
H -2.75 -0.90 0.16
H 0.51 1.79 -0.62
N 1.04 0.98 -0.23
H 3.16 0.97 -0.60
H -1.81 -0.43 -1.28
H -1.15 1.50 0.41
N 0.85 -1.05 0.30
H 2.84 -1.71 0.05
H 0.46 -1.82 0.76
C 0.17 0.04 0.17
C 2.35 0.38 -0.29
H -1.38 0.17 1.52
H -3.02 0.63 -0.57
```


Last place for stability: entry 1


Entry 1
Here is the ion C5H9N2 with charge +1 from the OMol25 dataset. Energies are from ωB97M-V/def2-TZVPD.

**Molar mass**: 97.1 u
**Net charge**: +1
**LUMO level (alpha / beta)**: -6.05 / -6.05 eV

The geometry in XYZ format:
```
16
C5H9N2, DFT ωB97M-V/def2-TZVPD
H 2.35 -0.25 0.94
N -0.47 0.17 -0.20
H 2.38 1.04 -1.91
H -3.42 0.45 -0.16
C -2.94 -0.04 0.66
H 2.33 -1.04 -0.63
H 2.93 1.67 -0.20
C -0.97 -1.78 0.69
H 1.24 1.68 -0.48
H -2.63 0.73 1.45
H -3.66 -0.71 1.06
H -0.87 -2.73 1.16
C 2.13 1.14 -0.72
C 1.82 -0.26 -0.02
C -1.55 -0.61 0.32
N 0.50 -0.53 -0.07
```


Entry 2
Here is the ion C5H9N2 with charge +1 from the OMol25 dataset. Energies are from ωB97M-V/def2-TZVPD.

**Molar mass**: 97.1 u
**Net charge**: +1
**SMILES**: C=[N+]=NC1CCC1
**LUMO level**: -5.52 eV

The geometry in XYZ format:
```
16
C5H9N2, DFT ωB97M-V/def2-TZVPD
H -1.14 1.41 -1.12
H 0.42 -0.77 -2.61
H 1.27 2.57 3.15
H -1.18 -0.06 0.95
H 0.67 1.24 -1.40
C -0.25 0.63 -1.11
C -0.07 -1.43 -0.52
H 1.10 0.78 4.02
N 0.77 0.88 1.99
H 0.93 -1.60 -0.20
N 0.73 0.20 1.01
C 1.07 1.42 3.04
C -0.38 -0.13 0.29
C -0.35 -0.72 -1.82
H -0.56 -2.23 -0.19
H -1.46 -1.01 -2.15
```


Last place for stability: entry 1


Entry 1
Here is a cluster of 2 separate species, C5H9N2 in total from the OMol25 dataset. Energies are from ωB97M-V/def2-TZVPD.

**Molar mass**: 97.1 u
**Net charge**: +1
**LUMO level**: -5.00 eV

The geometry in XYZ format:
```
16
C5H9N2, DFT ωB97M-V/def2-TZVPD
H -1.70 -1.90 -0.76
C 0.11 0.53 -0.73
H -1.58 -0.27 1.78
C -1.07 -1.36 0.06
N 2.61 0.78 0.43
C -2.24 0.90 0.04
H 3.12 1.00 1.25
H 0.75 1.23 -1.32
H 0.35 -1.29 -1.46
C -1.58 -0.16 0.76
C -0.91 1.07 0.04
H -3.19 1.32 -0.14
H 3.24 1.26 -0.28
N 0.01 -0.77 -0.71
H -0.73 -2.12 0.72
H 2.83 -0.22 0.34
```


Entry 2
Here is the ion C5H9N2 with charge +1 from the OMol25 dataset. Energies are from ωB97M-V/def2-TZVPD.

**Molar mass**: 97.1 u
**Net charge**: +1
**SMILES**: C=[N+]1CC=N[C@@H]1C
**LUMO level**: -4.82 eV

The geometry in XYZ format:
```
16
C5H9N2, DFT ωB97M-V/def2-TZVPD
C -1.52 -1.14 -0.16
H -3.05 0.60 -0.29
H 2.22 -1.47 0.52
C -1.95 0.24 -0.06
C 1.20 -1.49 0.17
C 0.17 0.73 0.49
H 0.77 2.55 -0.40
H -1.45 -1.70 -1.20
N 0.23 -0.69 0.13
H 0.40 0.98 1.50
H 1.24 1.27 -1.19
C 1.19 1.59 -0.27
H 2.13 1.78 0.16
H -1.62 -1.90 0.70
N -1.12 1.17 0.14
H 1.18 -2.54 -0.25
```


Last place for stability: entry 1